C7H16ClILuN2O3P as an isolated structure at a distorted geometry, computed with ωB97M-V with the def2-TZVPD basis set.

HOMO energy = -0.5879 Eh
LUMO level = -0.28990 Ha
Net charge = +2
Total energy = -80160.5823 eV
Spin multiplicity = 1

```
32
Properties=species:S:1:pos:R:3:forces:R:3:mulliken_charge:R:1
C -0.21310 -1.94487 -0.05965 -1.0 -0.6 -0.2 -1.289
C 1.13397 -1.32618 -0.33650 1.6 -1.2 -1.1 0.953
H -0.23797 -2.94214 -0.48840 0.2 -0.3 0.0 0.413
H -1.05802 -1.49094 -0.63148 0.5 -0.2 0.1 0.374
H -0.42584 -2.07757 1.01038 0.2 0.1 0.0 0.489
O 1.90467 -1.74266 -1.18879 -1.8 1.1 1.7 -0.373
I 1.29867 1.76656 0.74454 -0.3 0.2 1.2 0.058
Lu -1.68172 0.16214 0.79680 0.4 0.8 -1.3 1.398
P -0.18182 0.66998 -1.87256 -0.1 0.3 -1.6 0.217
C 1.53382 1.09571 -2.42831 0.2 0.1 0.5 -1.383
C -0.54672 -0.50812 -3.23540 -0.3 0.1 0.6 -1.364
H -2.11980 2.06006 -2.19561 0.1 0.2 -0.3 0.371
H -0.93722 2.18243 -3.55173 -0.1 0.3 0.3 0.434
H -0.64286 3.05359 -1.99392 -0.1 -0.1 -0.2 0.355
C -1.05986 2.15494 -2.46135 -0.2 -0.1 0.3 -1.035
H -1.57771 -0.85498 -3.12601 0.1 -0.1 -0.3 0.399
H -0.42847 0.05904 -4.16468 0.0 -0.4 0.1 0.512
H 1.47279 1.39226 -3.48482 0.0 -0.2 0.3 0.458
H 2.18982 0.22201 -2.30420 -0.1 0.4 -0.3 0.360
H 0.15000 -1.35169 -3.18531 -0.2 0.1 -0.2 0.333
H 1.93878 1.92673 -1.83421 -0.1 -0.3 -0.6 0.474
C 1.70944 -0.39136 0.75910 2.2 -0.6 1.1 0.325
O 2.50853 -0.80218 1.54790 -1.7 0.7 -1.2 -0.366
Cl -3.95416 0.30734 0.17737 0.5 -0.1 0.2 -0.456
N -0.16673 -1.32836 4.48818 0.0 0.1 -0.3 -0.361
C -0.36116 -0.20622 3.80847 0.3 0.3 0.3 0.797
N 0.11753 0.94620 4.27657 -0.1 -0.3 -0.2 -0.319
O -1.00461 -0.22071 2.67873 0.5 -0.2 1.0 -0.628
H 0.36274 -1.34795 5.35372 -0.2 0.0 -0.3 0.215
H -0.44850 -2.20412 4.07880 -0.1 0.0 0.2 0.235
H 0.10575 1.75189 3.66135 0.0 -0.1 0.4 0.187
H 0.61974 0.98919 5.16102 -0.2 0.1 -0.4 0.217
```
Forces are in eV/Å.